(1)
Computed, not measured: a single C5H7NS2 molecule in a non-equilibrium geometry, with ωB97M-V/def2-TZVPD.

HOMO energy ... -0.3193 Eh
Structure (SMILES) ... S=C1NC=CC[C@@H]1S
LUMO ... 0.124 eV
Frontier orbital gap ... 8.813 eV
ΔE to the lowest compared entry with this formula, charge and spin ... 16.0 kcal per mole

Geometry as ORCA input:
```
! RIJCOSX wB97M-V def2-TZVPD def2/J DEFGRID3
* xyz 0 1
S -0.745 -2.426 1.506
C -0.208 -1.114 0.621
N 1.069 -1.082 0.156
C 1.569 -0.126 -0.806
C 1.045 1.078 -0.888
C -0.203 1.315 -0.079
C -0.952 0.044 0.124
S -2.620 0.346 0.956
H 1.667 -1.972 0.162
H 2.465 -0.510 -1.234
H 1.503 1.854 -1.490
H -0.017 1.703 0.886
H -0.819 2.080 -0.585
H -1.151 -0.252 -0.936
H -2.605 -0.937 1.608
*
```

---

(2)
Computed, not measured: a molecular structure, C5H7NiO5 in a non-equilibrium geometry, with ωB97M-V/def2-TZVPD.

HOMO energy (alpha / beta) ... -0.2770 / -0.3341 Eh
LUMO (alpha / beta) ... 0.391 / -1.996 eV
Frontier orbital gap (alpha / beta) ... 7.930 / 7.096 eV
Expectation value of S² ... 3.754

Geometry as ORCA input:
```
! RIJCOSX wB97M-V def2-TZVPD def2/J DEFGRID3
* xyz 0 4
O 3.339 2.870 -0.007
C 3.273 1.718 0.165
O 3.519 0.577 0.145
O 0.073 2.786 1.498
C 0.727 1.796 1.124
O -0.084 0.662 1.397
C 0.335 -0.629 0.972
C -0.660 -1.271 0.039
O -0.864 -0.442 -1.076
C -1.776 -0.973 -2.008
Ni -1.698 1.707 1.897
H 0.454 -1.250 1.869
H 1.303 -0.535 0.463
H -1.615 -1.445 0.567
H -0.264 -2.256 -0.269
H -1.914 -0.224 -2.797
H -1.391 -1.915 -2.436
H -2.756 -1.176 -1.545
*
```

---

(3)
Computed, not measured: a single C5H7O3P molecule in a non-equilibrium geometry, with ωB97M-V/def2-TZVPD.

HOMO energy ... -0.3642 Eh
Structure (SMILES) ... CO[P@@]1(=O)C=CC(=O)C1
LUMO ... -0.226 eV
Frontier orbital gap ... 9.684 eV
ΔE to the lowest compared entry with this formula, charge and spin ... 1.0 kcal per mole

Geometry as ORCA input:
```
! RIJCOSX wB97M-V def2-TZVPD def2/J DEFGRID3
* xyz 0 1
C 1.380 0.452 2.375
O 0.914 0.605 1.043
P -0.002 -0.555 0.400
O -0.033 -1.781 1.197
C -1.575 0.248 -0.027
C -1.729 0.413 -1.335
C -0.627 0.002 -2.241
O -0.677 0.139 -3.438
C 0.557 -0.587 -1.522
H 2.108 1.246 2.528
H 1.844 -0.526 2.519
H 0.557 0.559 3.084
H -2.304 0.523 0.720
H -2.608 0.846 -1.792
H 0.749 -1.606 -1.841
H 1.445 0.023 -1.671
*
```

---

(4)
Computed, not measured: a molecular structure, C5H7O4Pr in a non-equilibrium geometry, with ωB97M-V/def2-TZVPD.

HOMO energy (alpha / beta) ... -0.4105 / -0.4929 Eh
LUMO (alpha / beta) ... -4.430 / -4.489 eV
Frontier orbital gap (alpha / beta) ... 6.739 / 8.922 eV
Expectation value of S² ... 3.752

Geometry as ORCA input:
```
! RIJCOSX wB97M-V def2-TZVPD def2/J DEFGRID3
* xyz 1 4
O -1.406 -0.546 -0.810
C -0.717 0.609 -1.209
C 0.757 0.465 -0.889
O 0.843 -0.003 0.470
C 2.091 0.002 1.034
C 2.272 -0.094 2.347
Pr -0.923 -1.916 0.883
H -1.135 1.476 -0.668
H -0.815 0.799 -2.292
H 1.275 1.428 -0.982
H 1.245 -0.267 -1.550
H 2.914 0.061 0.318
H 1.433 -0.147 3.041
H 3.288 -0.130 2.737
O -3.609 -1.336 0.056
C -3.475 -0.568 -0.873
O -4.038 0.166 -1.613
*
```

---

(5)
Computed, not measured: a molecular structure, C5H7O4Rh in a non-equilibrium geometry, with ωB97M-V/def2-TZVPD.

HOMO energy (alpha / beta) ... -0.6385 / -0.6750 Eh
LUMO (alpha / beta) ... -8.929 / -12.493 eV
Frontier orbital gap (alpha / beta) ... 8.446 / 5.876 eV
Expectation value of S² ... 6.017
ΔE to the lowest compared entry with this formula, charge and spin ... 0.0 kcal per mole

Geometry as ORCA input:
```
! RIJCOSX wB97M-V def2-TZVPD def2/J DEFGRID3
* xyz 2 5
H 0.793 2.000 -0.175
Rh -1.960 2.206 1.411
O -0.198 2.834 1.421
O 1.222 1.005 1.543
C 0.580 -0.140 2.079
C -0.395 -0.517 0.979
O -0.827 0.855 0.556
C 0.315 1.775 0.795
H 1.335 -0.888 2.342
H 0.060 0.099 3.020
H -1.309 -1.013 1.320
H 0.020 -0.960 0.066
H 2.092 -1.693 -0.777
O 2.277 -4.334 0.942
C 2.493 -1.977 0.196
C 2.400 -3.242 0.572
H 3.174 -1.330 0.751
*
```

---

(6)
Computed, not measured: a molecular structure, C5H7OP in a non-equilibrium geometry, with ωB97M-V/def2-TZVPD.

HOMO energy (alpha / beta) ... -0.2941 / -0.3046 Eh
LUMO (alpha / beta) ... -0.693 / -0.687 eV
Frontier orbital gap (alpha / beta) ... 7.309 / 7.600 eV
ΔE to the lowest compared entry with this formula, charge and spin ... 120.0 kcal per mole

Geometry as ORCA input:
```
! RIJCOSX wB97M-V def2-TZVPD def2/J DEFGRID3
* xyz 0 1
C -0.635 1.719 -0.763
C 0.516 1.264 -0.211
C -1.828 1.105 -0.410
C 0.101 -0.533 0.599
C 1.132 -1.571 0.595
O 1.745 -2.044 -0.635
P -1.659 -0.554 0.362
H -0.628 2.718 -1.144
H 1.558 1.304 -0.500
H -2.837 1.571 -0.783
H 0.897 -2.455 1.206
H 1.937 -1.160 1.160
H 2.040 -1.169 -1.017
H -2.339 -0.195 1.540
*
```

---

(7)
Computed, not measured: 2 unconnected molecules or ions with the total composition C5H7P in a non-equilibrium geometry, with ωB97M-V/def2-TZVPD.

HOMO energy ... -0.3371 Eh
LUMO ... 0.451 eV
Frontier orbital gap ... 9.623 eV
ΔE to the lowest compared entry with this formula, charge and spin ... 138.1 kcal per mole

Geometry as ORCA input:
```
! RIJCOSX wB97M-V def2-TZVPD def2/J DEFGRID3
* xyz 0 1
C -0.265 1.311 -0.078
C 0.756 2.022 -0.052
C -1.539 0.638 0.161
C -0.740 -0.704 -0.042
C 0.508 -0.033 -0.528
P 2.233 -0.261 0.122
H -1.848 0.790 1.137
H -2.295 0.857 -0.640
H -0.583 -0.967 1.080
H -1.372 -1.402 -0.554
H 0.533 0.043 -2.018
H 2.455 -1.643 -0.069
H 2.158 -0.651 1.480
*
```

---

(8)
Computed, not measured: a molecular structure, C5H8, with ωB97M-V/def2-TZVPD.

HOMO energy (alpha / beta) ... -0.2862 / -0.2792 Eh
LUMO (alpha / beta) ... -0.241 / -0.328 eV
Frontier orbital gap (alpha / beta) ... 7.548 / 7.271 eV
ΔE to the lowest compared entry with this formula, charge and spin ... 124.8 kcal per mole

Geometry as ORCA input:
```
! RIJCOSX wB97M-V def2-TZVPD def2/J DEFGRID3
* xyz 0 1
C -0.305 -0.688 0.962
C -1.276 -0.216 -0.155
C -0.580 1.023 -0.686
C 0.736 0.968 -0.379
C 0.980 -0.060 0.522
H -0.179 -1.777 1.012
H -0.617 -0.351 1.960
H -1.330 -0.987 -0.939
H -2.297 -0.037 0.199
H -1.081 1.824 -1.222
H 1.870 0.754 -1.101
H 2.161 -0.168 -1.100
H 1.972 -0.345 0.866
*
```

---

(9)
Computed, not measured: a single C5H8 molecule in a non-equilibrium geometry, with ωB97M-V/def2-TZVPD.

HOMO energy ... -0.3311 Eh
Structure (SMILES) ... C=CC(=C)C
LUMO ... 1.131 eV
Frontier orbital gap ... 10.140 eV
ΔE to the lowest compared entry with this formula, charge and spin ... 17.9 kcal per mole

Geometry as ORCA input:
```
! RIJCOSX wB97M-V def2-TZVPD def2/J DEFGRID3
* xyz 0 1
C 0.198 1.085 1.702
C 0.663 0.612 0.552
C -0.080 -0.305 -0.336
C -0.728 -1.378 0.116
C 0.005 -0.013 -1.806
H 0.753 1.756 2.355
H -0.762 0.774 2.096
H 1.626 0.907 0.125
H -1.245 -2.012 -0.573
H -0.768 -1.638 1.171
H -0.734 -0.679 -2.358
H -0.260 1.063 -1.997
H 1.044 -0.180 -2.181
*
```

---

(10)
Computed, not measured: 2 unconnected molecules or ions with the total composition C5H8 in a non-equilibrium geometry, with ωB97M-V/def2-TZVPD.

HOMO energy ... -0.3411 Eh
LUMO ... -0.220 eV
Frontier orbital gap ... 9.062 eV
ΔE to the lowest compared entry with this formula, charge and spin ... 125.4 kcal per mole

Geometry as ORCA input:
```
! RIJCOSX wB97M-V def2-TZVPD def2/J DEFGRID3
* xyz 0 1
C 2.227 0.717 0.006
C 2.676 -0.487 -0.102
C -2.135 -0.845 0.356
C -1.454 0.113 -0.368
C -0.427 1.045 0.100
H 2.258 -1.389 -0.279
H 3.822 -0.546 0.007
H -2.767 -1.460 -0.190
H -2.086 -1.305 1.366
H -1.759 0.214 -1.449
H -0.448 2.062 -0.483
H 0.573 0.782 -0.113
H -0.481 1.098 1.148
*
```